<a>
Here is a 3-piece molecular cluster, C5H15N3O overall from the OMol25 dataset. Energies are from wB97M-V/def2-TZVPD.

Summary:
orbital gap = 8.1 eV

```
! RIJCOSX wB97M-V def2-TZVPD def2/J DEFGRID3
* xyz 0 1
C 0.28 -0.94 0.78
C -0.40 -2.23 1.25
C 1.55 -1.28 0.00
N 0.51 -0.11 1.95
N -1.27 -0.58 -0.63
O -1.06 -1.15 -1.64
H 1.39 0.38 1.95
H 0.40 -0.55 2.86
H -1.34 -2.01 1.76
H 2.10 -0.38 -0.26
H 0.24 -2.78 1.96
H -0.60 -2.91 0.42
H 2.23 -1.92 0.59
H 1.32 -1.82 -0.92
C -1.30 2.26 -0.14
C 0.12 1.63 -2.04
N -0.36 1.33 -0.72
H 0.06 0.42 -0.02
H -1.67 1.86 0.80
H 1.00 2.28 -2.00
H -0.82 3.23 0.06
H -2.16 2.44 -0.80
H 0.40 0.69 -2.54
H -0.63 2.13 -2.66
*
```

---

<b>
Here is the molecule C5H15N3O from the OMol25 dataset. Energies are from wB97M-V/def2-TZVPD.

Summary:
orbital gap = 9.6 eV
SMILES = CCN(N)[C@H](O)N(C)C

```
! RIJCOSX wB97M-V def2-TZVPD def2/J DEFGRID3
* xyz 0 1
C 0.24 -1.46 -0.78
C 1.46 1.27 1.87
C 0.78 1.83 -0.37
C -0.02 -1.85 -2.22
N 0.83 0.80 0.66
H 0.20 -2.34 -0.12
H 1.23 -1.01 -0.67
H 2.45 1.66 1.62
H 0.88 2.06 2.37
H 1.58 0.44 2.56
H 0.21 1.46 -1.21
H 0.32 2.77 0.00
H 1.80 2.05 -0.68
H 0.71 -2.59 -2.54
H 0.06 -0.98 -2.87
H -1.02 -2.26 -2.32
N -2.06 -1.25 -0.14
C -0.45 0.17 0.89
O -1.47 1.05 1.29
N -0.86 -0.51 -0.32
H -1.67 1.62 0.54
H -2.82 -0.59 -0.04
H -2.03 -1.82 0.72
H -0.33 -0.53 1.75
*
```

---

<c>
Here is a 2-piece molecular cluster, C5H15N3O overall from the OMol25 dataset. Energies are from wB97M-V/def2-TZVPD.

Summary:
orbital gap = 9.4 eV
SMILES = C[C@@H](N)CN.CNC=O

```
! RIJCOSX wB97M-V def2-TZVPD def2/J DEFGRID3
* xyz 0 1
C 1.01 -1.34 -0.19
C -0.26 -1.17 0.67
C 1.89 -0.09 -0.18
N 1.70 -2.54 0.26
N 0.00 -0.46 1.89
H 0.68 -1.54 -1.22
H 2.57 -2.66 -0.25
H 1.94 -2.44 1.24
H -0.76 -0.62 2.55
H -0.02 0.58 1.68
H -0.69 -2.15 0.88
H -1.02 -0.47 0.07
H 1.33 0.81 -0.41
H 2.35 0.04 0.80
H 2.69 -0.20 -0.92
C -1.49 1.26 -1.83
N -1.82 1.22 -0.41
C -1.17 2.05 0.49
O -0.16 2.68 0.23
H -2.77 0.95 -0.19
H -1.81 2.25 1.37
H -1.40 0.25 -2.22
H -2.26 1.79 -2.39
H -0.54 1.78 -1.94
*
```

---

The data favor <c>; the next most stable structure lies 63.2 kJ/mol above it.